Entry 1:
{"formula": "H10O5", "method": "wB97M-V/def2-TZVPD", "elements": ["O", "H", "H", "O", "H", "H", "O", "H", "H", "O", "H", "H", "O", "H", "H"], "coordinates": [[1.665, 2.335, -1.889], [1.292, 2.871, -2.600], [1.525, 2.857, -1.090], [1.099, -2.599, -0.773], [1.784, -2.860, -0.146], [0.686, -3.428, -1.041], [-2.764, -1.106, 0.156], [-1.931, -0.606, 0.094], [-2.924, -1.435, -0.735], [-0.105, 0.199, 0.211], [-0.019, 0.735, -0.591], [0.653, -0.403, 0.180], [-0.330, 0.927, 3.068], [-0.133, 0.640, 2.159], [-0.498, 1.872, 2.996]], "nbo_charge": [-0.94, 0.47, 0.47, -0.95, 0.47, 0.48, -0.96, 0.49, 0.46, -0.98, 0.49, 0.50, -0.96, 0.49, 0.46], "smiles": "O.O.O.O.O", "multiplicity": 1, "homo_energy_ha": -0.39636, "total_charge": 0, "orbital_gap_ha": 0.40918, "lumo_energy_ev": 0.3}

***

Entry 2:
{"formula": "H10O5", "method": "wB97M-V/def2-TZVPD", "elements": ["O", "H", "H", "O", "H", "H", "O", "H", "H", "O", "H", "H", "O", "H", "H"], "coordinates": [[1.980, 0.603, -0.516], [1.689, 1.507, -0.678], [2.730, 0.644, 0.075], [-1.892, 1.600, -1.073], [-1.341, 0.922, -0.550], [-2.151, 1.013, -1.852], [-0.605, -1.811, -2.070], [-0.635, -1.375, -1.246], [0.221, -2.282, -1.928], [-0.397, -0.269, 0.152], [0.467, 0.114, -0.045], [-0.297, -0.570, 1.076], [0.154, -0.395, 2.728], [0.431, 0.454, 2.377], [-0.355, -0.154, 3.548]], "nbo_charge": [-0.94, 0.49, 0.49, -0.99, 0.49, 0.47, -0.95, 0.48, 0.45, -1.01, 0.49, 0.50, -0.94, 0.48, 0.49], "smiles": "O.O.O.O.O", "multiplicity": 1, "homo_energy_ha": -0.38091, "total_charge": 0, "orbital_gap_ha": 0.37947, "lumo_energy_ev": 0.0}

***

Entry 3:
{"formula": "H10O5", "method": "wB97M-V/def2-TZVPD", "elements": ["O", "H", "H", "O", "H", "H", "O", "H", "H", "O", "H", "H", "O", "H", "H"], "coordinates": [[0.473, -0.318, 0.490], [1.130, -0.066, 1.068], [0.364, 0.515, 0.053], [-0.507, 2.138, -0.436], [-0.990, 2.878, -0.154], [-0.686, 1.926, -1.338], [0.213, -1.470, -2.490], [1.133, -1.332, -2.381], [0.023, -1.820, -1.633], [-0.029, 1.812, 2.416], [0.882, 2.195, 2.352], [-0.286, 1.565, 1.488], [-0.826, -2.681, -0.086], [-0.521, -3.482, 0.356], [-0.378, -1.863, 0.293]], "nbo_charge": [-0.95, 0.47, 0.49, -0.98, 0.50, 0.50, -0.95, 0.45, 0.48, -0.96, 0.46, 0.48, -0.99, 0.48, 0.51], "smiles": "O.O.O.O.O", "multiplicity": 1, "homo_energy_ha": -0.40040, "total_charge": 0, "orbital_gap_ha": 0.41132, "lumo_energy_ev": 0.3}

***

Entry 4:
{"formula": "H10O5", "method": "wB97M-V/def2-TZVPD", "elements": ["O", "H", "H", "O", "H", "H", "O", "H", "H", "O", "H", "H", "O", "H", "H"], "coordinates": [[-1.144, 0.710, 0.105], [-0.643, 1.062, 0.840], [-0.551, 0.775, -0.644], [3.734, 1.066, 2.546], [3.404, 0.418, 1.924], [4.011, 0.551, 3.304], [1.115, 1.168, -4.661], [0.888, 0.267, -4.429], [2.048, 1.133, -4.871], [-4.468, 0.220, 4.760], [-3.892, -0.339, 4.240], [-3.873, 0.753, 5.288], [-0.075, -2.403, -3.114], [-0.764, -2.126, -2.509], [0.209, -3.254, -2.780]], "nbo_charge": [-0.94, 0.47, 0.47, -0.93, 0.47, 0.47, -0.94, 0.47, 0.47, -0.93, 0.47, 0.47, -0.94, 0.47, 0.47], "smiles": "O.O.O.O.O", "multiplicity": 1, "homo_energy_ha": -0.42281, "total_charge": 0, "orbital_gap_ha": 0.43243, "lumo_energy_ev": 0.3}

***

Entry 5:
{"formula": "H10O5", "method": "wB97M-V/def2-TZVPD", "elements": ["O", "H", "H", "O", "H", "H", "O", "H", "H", "O", "H", "H", "O", "H", "H"], "coordinates": [[0.555, 2.821, -0.618], [0.216, 1.918, -0.478], [0.661, 3.193, 0.262], [-0.822, -1.729, 2.735], [0.045, -1.693, 3.156], [-1.285, -0.940, 3.041], [-1.537, -2.969, 0.200], [-1.313, -2.781, 1.123], [-2.433, -2.639, 0.087], [0.305, 0.021, -0.121], [1.083, -0.315, -0.580], [-0.060, -0.741, 0.350], [1.371, 1.594, -3.096], [1.755, 2.148, -3.783], [1.458, 2.111, -2.279]], "nbo_charge": [-0.98, 0.50, 0.47, -0.96, 0.49, 0.48, -0.96, 0.49, 0.47, -0.97, 0.49, 0.50, -0.96, 0.46, 0.49], "smiles": "O.O.O.O.O", "multiplicity": 1, "homo_energy_ha": -0.39835, "total_charge": 0, "orbital_gap_ha": 0.40726, "lumo_energy_ev": 0.2}

***

Entry 6:
{"formula": "H10O5", "method": "wB97M-V/def2-TZVPD", "elements": ["H", "H", "H", "H", "H", "H", "H", "H", "H", "H", "O", "O", "O", "O", "O"], "coordinates": [[-0.698, -0.214, 1.481], [-1.148, -1.738, 1.379], [-5.307, -1.921, -0.962], [-4.959, -0.485, -0.876], [3.003, -2.011, -0.797], [3.982, -0.783, -0.962], [-1.538, 3.695, -0.454], [-0.415, 3.114, 0.372], [3.494, 0.192, 0.214], [2.661, 0.512, -0.987], [-0.410, -1.051, 1.125], [-4.677, -1.275, -0.479], [3.612, -1.457, -0.329], [-1.285, 2.876, 0.038], [2.876, 0.862, -0.156]], "nbo_charge": [0.47, 0.47, 0.46, 0.46, 0.49, 0.46, 0.47, 0.47, 0.48, 0.45, -0.95, -0.92, -0.94, -0.94, -0.94], "smiles": "O.O.O.O.O", "multiplicity": 1, "homo_energy_ha": -0.39925, "total_charge": 0, "orbital_gap_ha": 0.42634, "lumo_energy_ev": 0.7}

***

Entry 7:
{"formula": "H10O5", "method": "wB97M-V/def2-TZVPD", "elements": ["O", "O", "O", "O", "O", "H", "H", "H", "H", "H", "H", "H", "H", "H", "H"], "coordinates": [[1.738, -1.000, -0.677], [-0.322, -2.468, 0.172], [-2.071, -0.411, 0.316], [-0.852, 1.945, 0.657], [1.502, 1.740, -0.626], [2.428, -1.639, -0.510], [-0.783, -2.761, -0.591], [-2.628, -0.185, 1.053], [-1.274, 2.769, 0.467], [2.120, 1.971, 0.055], [0.867, -1.389, -0.339], [-0.846, -1.727, 0.519], [-1.505, 0.381, 0.161], [-0.021, 1.977, 0.149], [1.647, 0.796, -0.806]], "nbo_charge": [-1.02, -0.96, -0.99, -0.99, -0.98, 0.48, 0.48, 0.48, 0.47, 0.47, 0.51, 0.51, 0.51, 0.50, 0.52], "smiles": "O.O.O.O.O", "multiplicity": 1, "homo_energy_ha": -0.41589, "total_charge": 0, "orbital_gap_ha": 0.44621, "lumo_energy_ev": 0.8}

***

Entry 8:
{"formula": "H10O5", "method": "wB97M-V/def2-TZVPD", "elements": ["H", "H", "H", "H", "H", "H", "H", "H", "H", "H", "O", "O", "O", "O", "O"], "coordinates": [[-1.479, 0.115, -0.003], [-1.497, -0.195, 1.358], [2.019, -0.861, 2.069], [1.022, -0.786, 1.138], [-2.341, -1.759, -1.557], [-2.289, -1.938, -0.053], [3.099, 0.307, -0.779], [2.600, -1.047, -0.468], [-0.293, 1.622, -0.120], [0.600, 2.685, -0.118], [-2.110, 0.031, 0.656], [1.935, -0.729, 1.107], [-2.108, -1.232, -0.688], [2.461, -0.367, -1.094], [-0.359, 2.529, -0.165]], "nbo_charge": [0.46, 0.43, 0.47, 0.46, 0.44, 0.48, 0.46, 0.48, 0.44, 0.46, -0.87, -0.92, -0.93, -0.94, -0.90], "smiles": "O.O.O.O.O", "multiplicity": 1, "homo_energy_ha": -0.35914, "total_charge": 0, "orbital_gap_ha": 0.35863, "lumo_energy_ev": 0.0}

***

Entry 9:
{"formula": "H10O5", "method": "wB97M-V/def2-TZVPD", "elements": ["O", "H", "H", "O", "H", "H", "O", "H", "H", "O", "H", "H", "O", "H", "H"], "coordinates": [[-0.315, 1.336, 1.769], [0.493, 0.843, 1.928], [-0.590, 1.590, 2.641], [0.592, 1.258, -0.689], [0.112, 1.340, 0.142], [-0.076, 1.128, -1.365], [-0.393, -1.666, 1.632], [-0.856, -0.845, 1.864], [0.509, -1.501, 1.997], [1.960, -1.032, -0.440], [1.153, -1.495, -0.280], [1.654, -0.157, -0.760], [-1.232, -0.174, -3.127], [-1.153, -0.990, -2.608], [-1.859, 0.365, -2.704]], "nbo_charge": [-0.95, 0.48, 0.49, -0.97, 0.49, 0.48, -0.94, 0.47, 0.47, -0.98, 0.46, 0.49, -0.94, 0.48, 0.46], "smiles": "O.O.O.O.O", "multiplicity": 1, "homo_energy_ha": -0.39006, "total_charge": 0, "orbital_gap_ha": 0.39047, "lumo_energy_ev": 0.0}

***

Entry 10:
{"formula": "H10O5", "method": "wB97M-V/def2-TZVPD", "elements": ["O", "H", "H", "O", "H", "H", "O", "H", "H", "O", "H", "H", "O", "H", "H"], "coordinates": [[1.789, -0.939, 2.610], [2.157, -0.058, 2.470], [1.546, -0.965, 3.542], [-0.320, 0.634, 0.608], [-1.135, 0.345, 0.168], [-0.498, 0.562, 1.551], [2.187, -0.294, -0.809], [2.306, -1.184, -0.458], [1.434, 0.063, -0.308], [0.156, 0.576, -2.732], [1.018, 0.182, -2.514], [-0.464, -0.157, -2.671], [-3.210, 0.720, -0.325], [-3.337, -0.156, 0.062], [-3.628, 0.670, -1.193]], "nbo_charge": [-0.94, 0.48, 0.47, -0.96, 0.49, 0.47, -0.98, 0.47, 0.50, -0.95, 0.49, 0.45, -0.94, 0.47, 0.48], "smiles": "O.O.O.O.O", "multiplicity": 1, "homo_energy_ha": -0.39487, "total_charge": 0, "orbital_gap_ha": 0.40692, "lumo_energy_ev": 0.3}

***

Entry 11:
{"formula": "H10O5", "method": "wB97M-V/def2-TZVPD", "elements": ["H", "H", "H", "H", "H", "H", "H", "H", "H", "H", "O", "O", "O", "O", "O"], "coordinates": [[0.372, -1.435, -0.093], [-0.358, -0.299, -0.790], [4.373, -0.522, -0.527], [5.263, -0.574, 0.704], [-2.366, 0.460, -1.424], [-2.627, 1.217, -0.132], [-0.398, 2.376, -0.015], [0.038, 1.725, 1.287], [-2.148, -1.154, 1.082], [-2.064, -2.271, 0.055], [-0.154, -1.237, -0.875], [5.123, -0.081, -0.113], [-2.443, 1.353, -1.068], [-0.323, 2.545, 0.931], [-2.289, -2.102, 0.977]], "nbo_charge": [0.48, 0.47, 0.47, 0.47, 0.47, 0.47, 0.48, 0.46, 0.45, 0.48, -0.94, -0.93, -0.94, -0.94, -0.94], "smiles": "O.O.O.O.O", "multiplicity": 1, "homo_energy_ha": -0.43273, "total_charge": 0, "orbital_gap_ha": 0.42345, "lumo_energy_ev": -0.3}

***

Entry 12:
{"formula": "H10Si7", "method": "wB97M-V/def2-TZVPD", "elements": ["Si", "Si", "Si", "Si", "Si", "Si", "Si", "H", "H", "H", "H", "H", "H", "H", "H", "H", "H"], "coordinates": [[0.467, -1.674, -1.499], [-1.160, 1.700, -1.168], [1.512, 0.786, 1.347], [0.971, 0.666, -1.001], [-1.068, -2.108, 0.356], [-2.280, -0.405, -0.577], [0.049, -1.001, 2.087], [0.203, -1.493, -2.964], [1.758, -2.291, -1.834], [-1.343, 2.511, 0.012], [-1.102, 2.739, -2.278], [2.715, 0.370, 2.140], [0.922, 1.854, 2.097], [1.845, 0.975, -2.137], [0.684, -2.095, 2.720], [-3.626, -0.235, -0.539], [-0.548, -0.300, 3.237]], "nbo_charge": [0.17, 0.13, 0.23, 0.02, -0.29, 0.71, 0.28, -0.11, -0.10, -0.12, -0.08, -0.10, -0.13, -0.11, -0.14, -0.26, -0.12], "smiles": "[SiH]1=[Si]2[SiH2][SiH2][Si@H]([SiH2]1)[SiH2]2", "multiplicity": 1, "homo_energy_ha": [-0.27240, -0.27241], "total_charge": 0, "orbital_gap_ha": [0.19071, 0.19073], "lumo_energy_ev": [-2.2, -2.2]}

***

Entry 13:
{"formula": "H11NO4", "method": "wB97M-V/def2-TZVPD", "elements": ["N", "H", "H", "H", "H", "H", "O", "H", "H", "O", "H", "H", "O", "H", "H", "O"], "coordinates": [[-2.453, 1.269, -1.047], [-3.418, 1.417, -0.772], [-2.106, 0.737, -0.243], [-2.341, 0.628, -1.822], [0.475, -0.019, -1.776], [0.448, 1.507, -2.046], [0.527, 0.644, -2.470], [0.259, -2.145, -0.591], [1.289, 0.117, -0.184], [0.431, -1.405, 0.011], [2.032, -0.589, 1.276], [2.622, 0.733, 1.797], [2.765, -0.220, 1.791], [-0.549, -0.643, 1.086], [-0.967, -0.065, 2.508], [-1.292, -0.301, 1.637]], "nbo_charge": [-1.10, 0.36, 0.37, 0.36, 0.47, 0.48, -0.92, 0.50, 0.44, -0.96, 0.47, 0.47, -0.91, 0.49, 0.47, -0.99], "multiplicity": 1, "homo_energy_ha": -0.36568, "total_charge": 0, "orbital_gap_ha": 0.23940, "lumo_energy_ev": -3.4}

***

Entry 14:
{"formula": "H11NaO6", "method": "wB97M-V/def2-TZVPD", "elements": ["Na", "O", "H", "O", "H", "H", "O", "H", "H", "O", "H", "H", "O", "H", "H", "O", "H", "H"], "coordinates": [[0.956, 0.633, 2.453], [0.494, 0.288, 0.580], [-0.326, 0.736, 0.292], [-1.373, -0.435, 1.499], [-0.525, -0.357, 1.062], [-1.905, 0.263, 1.117], [1.787, 1.320, -1.189], [1.261, 0.963, -1.904], [1.389, 0.961, -0.396], [-1.999, -0.143, -1.000], [-2.707, -0.682, -1.353], [-2.434, 0.456, -0.393], [-0.146, -1.174, -0.880], [0.178, -0.473, -0.315], [-1.058, -0.941, -1.053], [2.230, -0.835, 0.383], [1.362, -0.430, 0.395], [2.818, -0.150, 0.702]], "nbo_charge": [0.97, -1.08, 0.48, -0.96, 0.45, 0.41, -0.98, 0.47, 0.46, -0.88, 0.50, 0.47, -1.03, 0.40, 0.44, -0.94, 0.43, 0.42], "multiplicity": 1, "homo_energy_ha": -0.31692, "total_charge": 0, "orbital_gap_ha": 0.27236, "lumo_energy_ev": -1.2}

***

Entry 15:
{"formula": "H11O5S", "method": "wB97M-V/def2-TZVPD", "elements": ["S", "H", "H", "H", "O", "H", "H", "O", "H", "H", "O", "H", "H", "O", "H", "H", "O"], "coordinates": [[0.554, -2.278, -0.268], [-0.602, -2.966, -0.025], [0.314, -0.473, 0.879], [-0.819, 0.350, 1.519], [0.153, 0.299, 1.483], [0.501, 2.132, 0.505], [1.562, 2.444, -0.466], [1.013, 2.897, 0.182], [2.265, 0.548, 0.696], [2.719, -0.614, -0.301], [2.862, 0.289, -0.007], [0.140, 0.204, -2.136], [-0.548, -0.803, -1.337], [-0.711, 0.111, -1.710], [-2.895, -0.364, -0.362], [-3.018, -1.166, 0.989], [-3.492, -0.611, 0.359]], "nbo_charge": [-0.97, 0.12, 0.50, 0.47, -1.03, 0.49, 0.47, -0.97, 0.49, 0.49, -0.98, 0.46, 0.48, -1.02, 0.50, 0.47, -0.97], "multiplicity": 1, "homo_energy_ha": -0.16243, "total_charge": -1, "orbital_gap_ha": 0.29465, "lumo_energy_ev": 3.6}

***

Entry 16:
{"formula": "H12IO6", "method": "wB97M-V/def2-TZVPD", "elements": ["I", "O", "H", "H", "O", "H", "H", "O", "H", "H", "O", "H", "H", "O", "H", "H", "O", "H", "H"], "coordinates": [[0.664, -0.017, 0.420], [1.837, 3.579, 0.494], [1.828, 3.666, -0.460], [1.793, 2.636, 0.650], [-0.682, -3.329, 0.101], [-1.603, -3.076, 0.158], [-0.219, -2.509, -0.071], [-2.470, -1.515, 1.793], [-2.746, -0.729, 2.264], [-1.564, -1.338, 1.541], [4.335, 0.539, 1.158], [4.484, -0.385, 0.959], [3.457, 0.719, 0.822], [-2.100, -1.595, -1.554], [-1.380, -1.038, -1.258], [-2.878, -1.224, -1.138], [-0.973, 2.227, -1.805], [-1.572, 1.736, -2.368], [-0.213, 1.653, -1.704]], "nbo_charge": [-0.94, -0.96, 0.46, 0.49, -0.97, 0.48, 0.48, -0.97, 0.46, 0.50, -0.96, 0.46, 0.49, -0.96, 0.49, 0.47, -0.95, 0.46, 0.49], "multiplicity": 1, "homo_energy_ha": -0.19082, "total_charge": -1, "orbital_gap_ha": 0.30826, "lumo_energy_ev": 3.2}

***

Entry 17:
{"formula": "H12LiO6", "method": "wB97M-V/def2-TZVPD", "elements": ["Li", "O", "H", "H", "O", "H", "H", "O", "H", "H", "O", "H", "H", "O", "H", "H", "O", "H", "H"], "coordinates": [[0.067, 0.297, 0.366], [3.228, -1.100, 2.342], [3.798, -1.868, 2.373], [3.766, -0.418, 1.941], [-1.937, 0.114, 3.579], [-1.339, 0.598, 4.150], [-2.369, -0.512, 4.160], [-1.267, 3.674, 0.141], [-2.180, 3.896, -0.042], [-0.951, 4.391, 0.691], [-3.363, -0.691, -2.677], [-4.123, -0.859, -2.120], [-2.728, -1.360, -2.424], [3.312, 1.300, -2.996], [3.630, 2.203, -3.018], [3.608, 0.920, -3.823], [-0.467, -3.154, -0.808], [0.298, -3.506, -1.263], [-0.982, -3.926, -0.574]], "nbo_charge": [0.99, -0.95, 0.48, 0.47, -0.96, 0.47, 0.48, -0.96, 0.49, 0.48, -0.94, 0.47, 0.46, -0.95, 0.48, 0.48, -0.97, 0.48, 0.49], "multiplicity": 1, "homo_energy_ha": -0.51690, "total_charge": 1, "orbital_gap_ha": 0.34918, "lumo_energy_ev": -4.6}